A 9-piece molecular cluster, C87H192N4O5P3 overall at a distorted geometry. Source: OMol25; level of theory: the ωB97M-V functional and the def2-TZVPD basis.

Bonds (Å) are listed after each position.
Positions of all 291 atoms, in Å:
1 C 4.553 2.109 1.168  C2 1.538, H11 1.091, H12 1.093, H13 1.088
2 C 3.344 2.943 1.625  C1 1.538, C3 1.571, H14 1.090, H15 1.094
3 C 3.026 4.234 0.788  C2 1.571, C4 1.558, H16 1.089, H17 1.093
4 C 2.743 3.998 -0.726  C3 1.558, N5 1.511, H18 1.092, H19 1.091
5 N 2.054 5.144 -1.430  C4 1.511, C6 1.576, C9 1.548, C10 1.526
6 C 1.660 4.602 -2.857  N5 1.576, C7 1.477, H20 1.091, H21 1.089
7 C 0.203 4.369 -2.929  C6 1.477, C8 1.538, H22 1.090, H23 1.093
8 C -0.372 5.396 -1.940  C7 1.538, C9 1.526, H24 1.090, H25 1.090
9 C 0.664 5.447 -0.821  N5 1.548, C8 1.526, H26 1.090, H27 1.090
10 C 3.013 6.327 -1.532  N5 1.526, H28 1.089, H29 1.090, H30 1.086
11 H 4.625 1.282 1.876  C1 1.091
12 H 5.471 2.644 1.425  C1 1.093
13 H 4.548 1.888 0.103  C1 1.088
14 H 3.397 3.232 2.675  C2 1.090
15 H 2.423 2.356 1.557  C2 1.094
16 H 3.740 5.032 0.992  C3 1.089
17 H 2.046 4.563 1.142  C3 1.093
18 H 2.057 3.166 -0.903  C4 1.092
19 H 3.683 3.703 -1.194  C4 1.091
20 H 1.907 5.412 -3.545  C6 1.091
21 H 2.285 3.757 -3.141  C6 1.089
22 H -0.225 4.491 -3.923  C7 1.090
23 H -0.019 3.342 -2.628  C7 1.093
24 H -0.579 6.370 -2.384  C8 1.090
25 H -1.358 5.067 -1.608  C8 1.090
26 H 0.585 6.398 -0.294  C9 1.090
27 H 0.454 4.700 -0.055  C9 1.090
28 H 2.687 7.166 -2.144  C10 1.089
29 H 3.846 5.902 -2.091  C10 1.090
30 H 3.228 6.600 -0.503  C10 1.086
31 C -6.110 5.029 3.487  C32 1.548, H41 1.091, H42 1.089, H43 1.092
32 C -5.083 3.873 3.419  C31 1.548, C33 1.546, H44 1.092, H45 1.093
33 C -3.669 4.249 3.918  C32 1.546, C34 1.550, H46 1.091, H47 1.094
34 C -2.556 3.175 3.829  C33 1.550, N35 1.547, H48 1.091, H49 1.089
35 N -1.161 3.750 4.175  C34 1.547, C36 1.570, C39 1.518, C40 1.513
36 C -0.159 2.553 4.339  N35 1.570, C37 1.570, H50 1.088, H51 1.086
37 C 0.929 3.108 5.325  C36 1.570, C38 1.565, H52 1.087, H53 1.088
38 C 0.267 4.405 5.898  C37 1.565, C39 1.510, H54 1.090, H55 1.091
39 C -1.206 4.318 5.581  N35 1.518, C38 1.510, H56 1.088, H57 1.089
40 C -0.672 4.751 3.151  N35 1.513, H58 1.088, H59 1.089, H60 1.090
41 H -5.809 5.888 2.884  C31 1.091
42 H -6.424 5.298 4.494  C31 1.089
43 H -7.054 4.794 2.989  C31 1.092
44 H -5.045 3.369 2.452  C32 1.092
45 H -5.422 3.078 4.089  C32 1.093
46 H -3.787 4.693 4.907  C33 1.091
47 H -3.244 5.071 3.335  C33 1.094
48 H -2.400 2.831 2.806  C34 1.091
49 H -2.771 2.329 4.481  C34 1.089
50 H 0.352 2.382 3.393  C36 1.088
51 H -0.662 1.654 4.682  C36 1.086
52 H 1.887 3.344 4.870  C37 1.087
53 H 1.009 2.470 6.204  C37 1.088
54 H 0.737 5.321 5.538  C38 1.090
55 H 0.356 4.531 6.979  C38 1.091
56 H -1.717 5.279 5.596  C39 1.088
57 H -1.682 3.587 6.234  C39 1.089
58 H -1.181 5.687 3.376  C40 1.088
59 H -0.732 4.272 2.175  C40 1.089
60 H 0.370 4.979 3.375  C40 1.090
61 C 0.944 -0.480 -9.872  C62 1.511, H71 1.093, H72 1.089, H73 1.094
62 C 1.424 0.417 -8.754  C61 1.511, C63 1.542, H74 1.094, H75 1.088
63 C 1.034 -0.018 -7.327  C62 1.542, C64 1.558, H76 1.096, H77 1.089
64 C -0.458 -0.035 -6.876  C63 1.558, N65 1.567, H78 1.091, H79 1.089
65 N -0.618 -0.277 -5.336  C64 1.567, C66 1.536, C69 1.547, C70 1.564
66 C -0.099 -1.662 -4.925  N65 1.536, C67 1.501, H80 1.092, H81 1.090
67 C -0.772 -1.919 -3.608  C66 1.501, C68 1.498, H82 1.091, H83 1.092
68 C -2.152 -1.370 -3.796  C67 1.498, C69 1.513, H84 1.090, H85 1.089
69 C -2.103 -0.348 -4.910  N65 1.547, C68 1.513, H86 1.089, H87 1.090
70 C -0.003 0.829 -4.418  N65 1.564, H88 1.088, H89 1.090, H90 1.087
71 H 1.223 -1.533 -9.796  C61 1.093
72 H 1.194 -0.094 -10.859  C61 1.089
73 H -0.146 -0.568 -9.877  C61 1.094
74 H 0.825 1.305 -8.977  C62 1.094
75 H 2.469 0.711 -8.837  C62 1.088
76 H 1.238 0.892 -6.752  C63 1.096
77 H 1.637 -0.861 -6.994  C63 1.089
78 H -1.034 -0.845 -7.324  C64 1.091
79 H -0.965 0.896 -7.125  C64 1.089
80 H 0.991 -1.593 -4.947  C66 1.092
81 H -0.287 -2.426 -5.679  C66 1.090
82 H -0.160 -1.572 -2.774  C67 1.091
83 H -0.764 -3.004 -3.485  C67 1.092
84 H -2.458 -0.907 -2.857  C68 1.090
85 H -2.868 -2.177 -3.945  C68 1.089
86 H -2.466 0.611 -4.545  C69 1.089
87 H -2.674 -0.600 -5.803  C69 1.090
88 H 0.900 0.518 -3.896  C70 1.088
89 H -0.692 1.025 -3.596  C70 1.090
90 H -0.025 1.676 -5.100  C70 1.087
91 C -2.416 -4.210 -0.910  C92 1.525, H101 1.091, H102 1.091, H103 1.090
92 C -1.885 -4.420 0.503  C91 1.525, C93 1.542, H104 1.095, H105 1.090
93 C -2.792 -3.841 1.608  C92 1.542, C94 1.519, H106 1.091, H107 1.091
94 C -2.929 -2.335 1.465  C93 1.519, N95 1.526, H108 1.089, H109 1.091
95 N -3.977 -1.792 2.433  C94 1.526, C96 1.522, C99 1.558, C100 1.537
96 C -5.420 -2.252 2.288  N95 1.522, C97 1.533, H110 1.089, H111 1.092
97 C -6.321 -1.035 2.530  C96 1.533, C98 1.524, H112 1.090, H113 1.091
98 C -5.382 0.106 2.904  C97 1.524, C99 1.472, H114 1.092, H115 1.088
99 C -4.143 -0.261 2.199  N95 1.558, C98 1.472, H116 1.090, H117 1.092
100 C -3.512 -2.026 3.880  N95 1.537, H118 1.089, H119 1.087, H120 1.088
101 H -2.653 -3.159 -1.075  C91 1.091
102 H -3.366 -4.729 -1.048  C91 1.091
103 H -1.728 -4.632 -1.644  C91 1.090
104 H -0.903 -3.938 0.550  C92 1.095
105 H -1.615 -5.473 0.587  C92 1.090
106 H -2.340 -3.965 2.593  C93 1.091
107 H -3.751 -4.360 1.645  C93 1.091
108 H -3.242 -1.955 0.494  C94 1.089
109 H -1.958 -1.937 1.761  C94 1.091
110 H -5.554 -3.107 2.950  C96 1.089
111 H -5.476 -2.709 1.298  C96 1.092
112 H -7.115 -1.277 3.237  C97 1.090
113 H -6.922 -0.768 1.660  C97 1.091
114 H -5.213 0.076 3.982  C98 1.092
115 H -5.713 1.102 2.617  C98 1.088
116 H -3.211 0.192 2.537  C99 1.090
117 H -4.350 -0.113 1.138  C99 1.092
118 H -3.653 -3.102 3.980  C100 1.089
119 H -4.115 -1.600 4.678  C100 1.087
120 H -2.459 -1.758 3.846  C100 1.088
121 C 7.243 -7.043 9.279  C122 1.538, H138 1.093, H139 1.089, H140 1.089
122 C 6.405 -6.428 8.145  C121 1.538, C123 1.530, H141 1.091, H142 1.092
123 C 5.870 -5.060 8.573  C122 1.530, C124 1.576, H143 1.091, H144 1.092
124 C 5.447 -4.139 7.365  C123 1.576, P125 1.805, H145 1.091, H146 1.092
125 P 4.872 -2.466 7.719  C124 1.805, C126 1.812, C130 1.864, C134 1.849
126 C 6.200 -1.321 7.262  P125 1.812, C127 1.580, H147 1.092, H148 1.093
127 C 7.466 -1.389 8.205  C126 1.580, C128 1.517, H149 1.091, H150 1.091
128 C 8.591 -0.500 7.711  C127 1.517, C129 1.529, H151 1.091, H152 1.091
129 C 8.233 0.963 7.449  C128 1.529, H153 1.092, H154 1.088, H155 1.091
130 C 3.509 -2.041 6.519  P125 1.864, C131 1.560, H156 1.092, H157 1.093
131 C 3.907 -1.789 5.031  C130 1.560, C132 1.550, H158 1.090, H159 1.092
132 C 2.762 -1.211 4.161  C131 1.550, C133 1.497, H160 1.092, H161 1.094
133 C 2.444 0.251 4.139  C132 1.497, H162 1.090, H163 1.094, H164 1.093
134 C 4.455 -2.298 9.512  P125 1.849, C135 1.495, H165 1.089, H166 1.094
135 C 4.209 -0.871 9.885  C134 1.495, C136 1.560, H167 1.091, H168 1.094
136 C 3.923 -0.709 11.410  C135 1.560, C137 1.560, H169 1.090, H170 1.090
137 C 2.512 -1.221 11.835  C136 1.560, H171 1.089, H172 1.092, H173 1.088
138 H 7.595 -8.015 8.924  C121 1.093
139 H 6.541 -7.289 10.074  C121 1.089
140 H 8.203 -6.575 9.489  C121 1.089
141 H 5.590 -7.108 7.897  C122 1.091
142 H 7.015 -6.366 7.240  C122 1.092
143 H 6.584 -4.549 9.220  C123 1.091
144 H 4.974 -5.205 9.179  C123 1.092
145 H 4.697 -4.693 6.798  C124 1.091
146 H 6.304 -3.922 6.724  C124 1.092
147 H 5.789 -0.311 7.198  C126 1.092
148 H 6.417 -1.517 6.209  C126 1.093
149 H 7.830 -2.416 8.239  C127 1.091
150 H 7.222 -1.056 9.215  C127 1.091
151 H 8.990 -0.979 6.815  C128 1.091
152 H 9.340 -0.490 8.504  C128 1.091
153 H 7.641 1.051 6.536  C129 1.092
154 H 9.158 1.525 7.345  C129 1.088
155 H 7.624 1.405 8.240  C129 1.091
156 H 2.899 -1.180 6.799  C130 1.092
157 H 2.841 -2.904 6.554  C130 1.093
158 H 4.327 -2.738 4.701  C131 1.090
159 H 4.656 -0.995 4.979  C131 1.092
160 H 1.873 -1.823 4.323  C132 1.092
161 H 3.088 -1.367 3.128  C132 1.094
162 H 1.868 0.585 3.275  C133 1.090
163 H 3.324 0.900 4.127  C133 1.094
164 H 1.919 0.529 5.057  C133 1.093
165 H 5.209 -2.861 10.062  C134 1.089
166 H 3.503 -2.829 9.608  C134 1.094
167 H 3.509 -0.361 9.222  C135 1.091
168 H 5.124 -0.276 9.800  C135 1.094
169 H 3.946 0.340 11.705  C136 1.090
170 H 4.667 -1.228 12.014  C136 1.090
171 H 2.578 -2.286 12.054  C137 1.089
172 H 1.775 -1.112 11.036  C137 1.092
173 H 2.184 -0.600 12.666  C137 1.088
174 C 1.538 -4.999 -6.211  C175 1.527, H191 1.090, H192 1.090, H193 1.091
175 C 2.802 -4.143 -6.216  C174 1.527, C176 1.553, H194 1.093, H195 1.092
176 C 3.542 -4.074 -4.851  C175 1.553, C177 1.534, H196 1.090, H197 1.094
177 C 4.570 -2.947 -4.699  C176 1.534, P178 1.776, H198 1.094, H199 1.092
178 P 5.176 -2.685 -3.050  C177 1.776, C179 1.826, C183 1.848, C187 1.847
179 C 6.034 -1.073 -3.008  P178 1.826, C180 1.552, H200 1.094, H201 1.092
180 C 6.237 -0.291 -1.682  C179 1.552, C181 1.513, H202 1.093, H203 1.093
181 C 7.286 -0.883 -0.766  C180 1.513, C182 1.531, H204 1.094, H205 1.094
182 C 7.684 -0.090 0.482  C181 1.531, H206 1.091, H207 1.092, H208 1.089
183 C 6.297 -4.093 -2.631  P178 1.848, C184 1.534, H209 1.094, H210 1.093
184 C 7.577 -4.237 -3.464  C183 1.534, C185 1.537, H211 1.091, H212 1.091
185 C 8.191 -5.623 -3.207  C184 1.537, C186 1.484, H213 1.096, H214 1.092
186 C 9.470 -5.798 -3.938  C185 1.484, H215 1.092, H216 1.094, H217 1.088
187 C 3.739 -2.660 -1.890  P178 1.847, C188 1.548, H218 1.093, H219 1.093
188 C 2.737 -1.529 -2.227  C187 1.548, C189 1.561, H220 1.090, H221 1.093
189 C 2.345 -0.679 -0.978  C188 1.561, C190 1.563, H222 1.094, H223 1.091
190 C 1.828 -1.544 0.216  C189 1.563, H224 1.089, H225 1.090, H226 1.090
191 H 1.542 -5.504 -7.177  C174 1.090
192 H 0.662 -4.361 -6.087  C174 1.090
193 H 1.392 -5.791 -5.476  C174 1.091
194 H 2.589 -3.136 -6.582  C175 1.093
195 H 3.579 -4.500 -6.895  C175 1.092
196 H 3.938 -5.080 -4.709  C176 1.090
197 H 2.757 -3.921 -4.105  C176 1.094
198 H 4.156 -1.970 -4.965  C177 1.094
199 H 5.390 -3.131 -5.397  C177 1.092
200 H 5.368 -0.420 -3.581  C179 1.094
201 H 6.900 -1.171 -3.666  C179 1.092
202 H 5.289 -0.148 -1.158  C180 1.093
203 H 6.586 0.727 -1.867  C180 1.093
204 H 8.129 -1.029 -1.447  C181 1.094
205 H 7.033 -1.908 -0.479  C181 1.094
206 H 6.766 0.176 1.010  C182 1.091
207 H 8.200 0.839 0.232  C182 1.092
208 H 8.387 -0.590 1.144  C182 1.089
209 H 5.739 -5.033 -2.655  C183 1.094
210 H 6.478 -4.036 -1.554  C183 1.093
211 H 8.276 -3.445 -3.192  C184 1.091
212 H 7.311 -4.200 -4.522  C184 1.091
213 H 7.452 -6.350 -3.563  C185 1.096
214 H 8.250 -5.923 -2.158  C185 1.092
215 H 10.029 -6.697 -3.670  C186 1.092
216 H 10.156 -5.087 -3.468  C186 1.094
217 H 9.411 -5.767 -5.023  C186 1.088
218 H 4.122 -2.642 -0.867  C187 1.093
219 H 3.391 -3.696 -1.885  C187 1.093
220 H 1.911 -2.014 -2.747  C188 1.090
221 H 3.259 -0.949 -2.992  C188 1.093
222 H 1.556 0.021 -1.269  C189 1.094
223 H 3.094 0.019 -0.600  C189 1.091
224 H 2.536 -2.305 0.540  C190 1.089
225 H 0.877 -1.997 -0.064  C190 1.090
226 H 1.638 -0.825 1.013  C190 1.090
227 C -9.566 3.170 -8.916  C228 1.539, H244 1.090, H245 1.089, H246 1.090
228 C -8.890 3.226 -7.535  C227 1.539, C229 1.525, H247 1.092, H248 1.093
229 C -7.431 2.793 -7.430  C228 1.525, C230 1.540, H249 1.093, H250 1.092
230 C -6.652 3.059 -6.129  C229 1.540, P231 1.824, H251 1.091, H252 1.091
231 P -7.178 2.041 -4.709  C230 1.824, C232 1.841, C236 1.854, C240 1.832
232 C -8.723 2.751 -4.004  P231 1.841, C233 1.532, H253 1.091, H254 1.093
233 C -9.233 2.168 -2.682  C232 1.532, C234 1.558, H255 1.092, H256 1.091
234 C -10.621 2.720 -2.239  C233 1.558, C235 1.497, H257 1.094, H258 1.089
235 C -11.187 2.114 -0.993  C234 1.497, H259 1.093, H260 1.090, H261 1.095
236 C -5.805 2.148 -3.468  P231 1.854, C237 1.545, H262 1.092, H263 1.088
237 C -5.562 3.619 -3.063  C236 1.545, C238 1.582, H264 1.092, H265 1.088
238 C -4.061 3.883 -2.642  C237 1.582, C239 1.571, H266 1.090, H267 1.096
239 C -3.564 2.839 -1.579  C238 1.571, H268 1.089, H269 1.094, H270 1.091
240 C -7.442 0.271 -5.100  P231 1.832, C241 1.528, H271 1.092, H272 1.091
241 C -6.097 -0.314 -5.529  C240 1.528, C242 1.504, H273 1.094, H274 1.094
242 C -6.173 -1.706 -6.093  C241 1.504, C243 1.579, H275 1.092, H276 1.092
243 C -6.597 -2.876 -5.121  C242 1.579, H277 1.088, H278 1.090, H279 1.092
244 H -9.886 2.159 -9.171  C227 1.090
245 H -9.018 3.619 -9.743  C227 1.089
246 H -10.497 3.729 -8.820  C227 1.090
247 H -9.491 2.609 -6.863  C228 1.092
248 H -8.983 4.253 -7.174  C228 1.093
249 H -6.866 3.371 -8.165  C229 1.093
250 H -7.389 1.753 -7.764  C229 1.092
251 H -6.764 4.120 -5.899  C230 1.091
252 H -5.576 2.885 -6.188  C230 1.091
253 H -9.459 2.669 -4.805  C232 1.091
254 H -8.535 3.811 -3.817  C232 1.093
255 H -8.501 2.383 -1.901  C233 1.092
256 H -9.260 1.089 -2.846  C233 1.091
257 H -11.399 2.301 -2.884  C234 1.094
258 H -10.678 3.803 -2.135  C234 1.089
259 H -11.252 1.023 -0.975  C235 1.093
260 H -12.207 2.421 -0.762  C235 1.090
261 H -10.609 2.297 -0.081  C235 1.095
262 H -4.919 1.777 -3.988  C236 1.092
263 H -6.050 1.477 -2.647  C236 1.088
264 H -6.088 3.756 -2.116  C237 1.092
265 H -5.869 4.399 -3.757  C237 1.088
266 H -3.859 4.922 -2.382  C238 1.090
267 H -3.355 3.678 -3.455  C238 1.096
268 H -3.828 1.838 -1.914  C239 1.089
269 H -4.055 3.064 -0.628  C239 1.094
270 H -2.519 2.927 -1.276  C239 1.091
271 H -8.155 0.345 -5.924  C240 1.092
272 H -7.873 -0.199 -4.215  C240 1.091
273 H -5.352 -0.411 -4.734  C241 1.094
274 H -5.670 0.337 -6.299  C241 1.094
275 H -5.186 -1.910 -6.513  C242 1.092
276 H -6.885 -1.755 -6.919  C242 1.092
277 H -7.579 -2.855 -4.651  C243 1.088
278 H -5.780 -3.071 -4.427  C243 1.090
279 H -6.663 -3.730 -5.798  C243 1.092
280 C -1.563 0.179 -0.428  C281 1.503, H284 1.092, H285 1.094, H286 1.093
281 C -0.793 0.953 0.605  C280 1.503, O282 1.259, O283 1.253
282 O -0.668 2.174 0.324  C281 1.259
283 O -0.636 0.420 1.729  C281 1.253
284 H -2.645 0.057 -0.352  C280 1.092
285 H -1.222 -0.857 -0.504  C280 1.094
286 H -1.496 0.681 -1.396  C280 1.093
287 O -4.713 -0.680 -1.782  C288 1.379, H291 1.004
288 C -5.727 -1.614 -1.740  O287 1.379, O289 1.229, O290 1.274
289 O -5.419 -2.803 -1.689  C288 1.229
290 O -6.845 -1.012 -1.623  C288 1.274
291 H -5.557 -0.136 -1.813  O287 1.004

## Properties
E (eV): -137354.1002
Energy above the lowest of the compared OMol25 structures with the same formula, charge and spin (kcal per mole): 0.0
2S+1: 1
Total charge: +5
Gap between HOMO and LUMO (eV): 7.28
Largest force on an atom (hartree/bohr): 0.0673

Mulliken atomic charge list, values in e, 2 entries: atom 1 (C): -1.472, atom 2 (C): 0.969